1.
A molecular structure, C28H55O2Si4TeTm at a distorted geometry, computed with the ωB97M-V functional and the def2-TZVPD basis.

Atoms and positions in Å:
1 C 0.320 2.878 -1.012
2 H 1.790 -1.777 6.865
3 H -2.195 -1.816 -0.149
4 H 2.779 1.476 4.346
5 H -1.831 0.251 1.543
6 Si 2.450 -1.923 4.415
7 C 1.380 2.376 -1.822
8 H 1.609 -4.264 4.858
9 H 0.394 0.188 -9.269
10 H -2.162 1.566 4.149
11 H 4.810 -1.739 3.775
12 H -1.264 2.062 2.699
13 H 1.555 0.701 -3.505
14 H -2.238 -4.451 3.776
15 H -0.506 3.883 -3.567
16 H 1.939 -1.213 -8.325
17 H -3.125 1.878 -2.280
18 C 1.631 1.475 0.274
19 H 1.657 -1.616 -6.078
20 C -1.222 2.007 3.793
21 C -2.673 1.196 -1.562
22 C 0.562 1.986 -5.061
23 C -0.924 2.000 -4.586
24 H -3.666 -2.059 4.407
25 C -0.695 0.010 -7.378
26 H -1.743 -3.273 6.575
27 H 4.051 -0.135 3.645
28 H 3.035 0.906 -1.378
29 H 1.931 2.393 3.079
30 H -1.055 -3.973 2.528
31 H -0.412 3.629 -1.302
32 Te 0.752 -1.739 1.004
33 H 1.112 2.809 -4.581
34 C 0.048 0.963 6.310
35 H 3.779 -1.350 2.373
36 H -0.025 2.663 1.195
37 C -2.304 1.543 -0.233
38 Si 0.506 -1.053 3.394
39 C 0.702 -1.759 -6.604
40 H -2.932 -0.442 4.486
41 H -0.025 -2.840 6.558
42 H -2.983 1.444 -4.728
43 H -0.454 1.085 -7.247
44 H -2.349 2.538 0.207
45 O -0.253 -0.740 -6.181
46 H 3.369 -4.191 4.600
47 C -1.239 -4.019 3.609
48 C -0.064 -0.568 -8.633
49 O -0.618 0.868 -3.637
50 H -1.258 -1.582 6.808
51 H 0.296 -2.745 -6.326
52 H 2.854 -0.430 6.404
53 Tm -0.266 0.414 -1.205
54 H -1.170 3.036 4.181
55 H -0.954 0.600 6.574
56 H -1.898 3.890 -4.676
57 H -0.494 -4.687 4.060
58 C -2.082 1.440 -5.362
59 C -1.025 -2.501 6.256
60 C -2.265 -0.764 -0.418
61 H 2.261 -4.112 3.209
62 C 0.939 -1.608 -8.122
63 H 0.143 1.989 6.700
64 H -3.018 -0.785 -2.537
65 C -2.045 0.334 0.478
66 H 1.678 2.798 -2.781
67 C -1.354 3.297 -3.928
68 H 0.683 -0.221 -4.775
69 C 0.505 2.353 0.301
70 C -2.644 -0.220 -1.685
71 C 2.151 1.461 -1.049
72 C 1.868 2.044 4.118
73 H 2.060 0.973 1.142
74 H -1.796 -0.042 -7.456
75 H -2.310 2.023 -6.259
76 C -2.854 -1.429 4.012
77 H 0.790 0.340 6.824
78 H -2.036 3.086 -3.100
79 C 3.903 -1.205 3.454
80 H -0.842 -1.044 -9.226
81 H -3.015 -1.311 2.932
82 C 2.400 -3.801 4.252
83 H 1.853 2.929 4.773
84 C 2.650 -1.497 6.244
85 H -1.927 0.390 -5.643
86 Si -1.228 -2.304 4.390
87 C 0.718 0.718 -4.217
88 Si 0.284 1.075 4.437
89 H 0.869 -2.573 -8.629
90 H 3.522 -2.059 6.614
91 H 0.850 1.899 -6.112

## Properties
HOMO-LUMO gap (spin up / spin down) = 6.2 / 6.2 eV
E_HOMO (spin up / spin down) = -0.229 / -0.229 Eh
multiplicity = 3
energy = -102358.1091 eV
LUMO level (spin up / spin down) = 0.00 / 0.02 eV

2.
A molecular structure, C21H18ClN4ORh at a distorted geometry, computed with the ωB97M-V functional and the def2-TZVPD basis.

Atoms and positions in Å:
1 H -1.042 2.463 2.210
2 C 2.326 -0.296 2.155
3 C -4.155 -0.440 2.871
4 C 0.058 5.424 -2.536
5 C -3.778 -0.184 1.530
6 C 4.232 -0.068 0.571
7 C -4.706 0.034 0.486
8 C 2.809 -0.092 0.802
9 N -1.991 0.046 -0.081
10 C -3.202 -0.717 3.807
11 H -0.220 5.614 0.462
12 C -2.418 -0.172 1.203
13 N -0.081 -0.343 1.714
14 C 3.238 -0.396 3.174
15 C 5.112 -0.172 1.599
16 H 2.908 -0.548 4.194
17 H -1.111 -0.957 4.231
18 C 0.032 4.466 -1.394
19 H 0.727 2.495 2.333
20 H -0.208 3.965 2.601
21 H -5.766 0.038 0.710
22 C 4.623 -0.324 2.918
23 Cl 5.702 -0.430 4.202
24 H 6.180 -0.145 1.430
25 O 2.042 0.022 -0.189
26 C -1.442 -0.427 2.185
27 H 0.317 2.649 -2.427
28 H 0.027 6.443 -2.161
29 C -0.101 4.667 -0.038
30 H -3.487 -0.941 4.825
31 C -4.264 0.214 -0.794
32 N 0.115 2.468 -0.380
33 H -4.950 0.358 -1.616
34 C -0.149 3.058 2.006
35 C -2.883 0.212 -1.039
36 H -5.203 -0.415 3.139
37 N 0.147 3.136 -1.564
38 H 4.560 0.052 -0.452
39 Rh 0.021 0.386 -0.171
40 H -2.498 0.323 -2.045
41 C 0.918 -0.418 2.511
42 C -0.050 3.401 0.557
43 C -1.833 -0.717 3.461
44 H 0.963 5.305 -3.132
45 H 0.733 -0.565 3.572
46 H -0.801 5.275 -3.190

## Properties
HOMO-LUMO gap (spin up / spin down) = 4.8 / 4.8 eV
net charge = +2
E_HOMO (spin up / spin down) = -0.512 / -0.512 Eh
energy = -45592.0236 eV
LUMO level (spin up / spin down) = -9.13 / -9.12 eV

3.
A molecular structure, C20H24BGaN3O7 at a distorted geometry, computed with the ωB97M-V functional and the def2-TZVPD basis.

Atoms and positions in Å:
1 C 1.458 4.252 -6.821
2 C -2.303 -1.830 4.767
3 H 1.894 0.474 -1.394
4 O 2.094 2.989 -4.942
5 C 2.788 2.311 -0.831
6 C 0.606 2.161 -1.933
7 C -2.012 -3.445 6.590
8 O -0.268 1.479 -2.424
9 H 0.847 -3.996 2.971
10 C 2.570 -1.406 1.797
11 H 3.691 1.890 -0.407
12 C -1.479 -2.532 5.783
13 H 1.913 -2.964 3.938
14 H -0.757 -2.914 -1.551
15 N 2.135 -2.791 1.857
16 B 1.384 -3.201 0.622
17 H -1.431 -3.970 7.338
18 H 3.358 -1.282 1.057
19 H 2.497 4.479 -7.024
20 Ga -0.505 -2.435 -0.018
21 C -4.271 -3.104 5.489
22 C 1.299 -3.010 3.040
23 H -1.841 -2.890 2.012
24 C -0.950 4.378 -7.277
25 H 1.745 -0.736 1.516
26 O 2.014 -4.233 -0.112
27 O 3.542 4.482 -0.305
28 C -0.225 3.068 -5.334
29 H 2.111 -4.988 0.496
30 C 0.484 3.640 -1.886
31 C 1.189 3.397 -5.637
32 O -1.851 4.797 -7.974
33 C -1.217 3.525 -6.095
34 H -1.592 -4.282 1.186
35 H -2.256 3.298 -5.890
36 H -0.399 2.442 -4.467
37 N -1.893 -3.317 1.092
38 H -0.422 4.062 -2.305
39 C -3.740 -2.190 4.680
40 C 1.442 4.393 -1.357
41 H -0.433 -2.259 5.822
42 H -5.315 -3.384 5.442
43 H 1.375 5.473 -1.313
44 H 0.637 5.332 -8.448
45 N -0.664 -0.515 0.211
46 C -3.450 -3.800 6.508
47 O -1.818 -1.002 4.032
48 H -4.318 -1.674 3.925
49 H -1.388 -0.227 0.855
50 H -0.727 -0.014 -0.660
51 H 2.933 -1.074 2.768
52 C 0.466 4.707 -7.581
53 O -3.935 -4.631 7.249
54 H 0.487 -2.274 3.092
55 C 2.671 3.786 -0.788
56 C 1.831 1.554 -1.360

## Properties
HOMO-LUMO gap = 3.4 eV
net charge = -1
E_HOMO = -0.122 Eh
energy = -92982.8540 eV
LUMO level = 0.05 eV

4.
A molecular structure, C17H18N4O2PtS at a distorted geometry, computed with the ωB97M-V functional and the def2-TZVPD basis.

Atoms and positions in Å:
1 C -2.677 -1.765 0.343
2 H 1.084 4.972 1.240
3 C 1.926 0.420 1.863
4 C -1.304 -0.012 -2.667
5 C -0.681 -1.236 -2.786
6 H -4.755 -1.693 0.589
7 C -0.523 1.193 -2.666
8 H -2.327 1.516 0.384
9 Pt 0.450 -0.293 0.701
10 H -1.031 2.119 -2.596
11 C 4.363 -2.842 -0.404
12 H -2.357 0.075 -2.599
13 H 2.547 -0.168 -3.024
14 N 0.490 2.023 0.322
15 C 0.606 4.590 0.318
16 C 0.745 -1.306 -2.912
17 N -1.002 0.653 1.849
18 H -0.405 5.032 0.246
19 C 0.534 3.162 0.342
20 H -4.177 -2.809 -0.688
21 H -3.984 -3.246 1.038
22 H -0.078 0.051 3.699
23 O 2.769 0.764 2.592
24 C -3.955 -2.407 0.318
25 S -2.998 1.953 2.729
26 C -2.065 1.346 1.417
27 C -1.884 1.228 3.872
28 O 0.422 -2.842 2.593
29 C -0.883 0.575 3.233
30 H 4.962 -2.926 0.521
31 C 3.179 -2.071 -0.166
32 H 4.990 -2.368 -1.181
33 H 1.448 1.996 -2.814
34 H 4.104 -3.861 -0.742
35 N -1.652 -1.266 0.323
36 C 1.495 -0.150 -2.911
37 H -2.006 1.307 4.947
38 C 0.848 1.124 -2.787
39 C 0.394 -1.931 1.863
40 H -1.232 -2.140 -2.812
41 N 2.230 -1.453 -0.014
42 H 1.199 4.942 -0.547
43 H 1.192 -2.259 -3.026

## Properties
HOMO-LUMO gap (spin up / spin down) = 7.4 / 4.5 eV
net charge = +4
E_HOMO (spin up / spin down) = -0.780 / -0.816 Eh
multiplicity = 5
energy = -42007.4465 eV
LUMO level (spin up / spin down) = -13.84 / -17.66 eV

5.
2 unconnected molecules or ions with the total composition C7H15N3 at a distorted geometry, computed with the ωB97M-V functional and the def2-TZVPD basis.

Atoms and positions in Å:
1 N 0.443 -2.699 0.177
2 C 0.747 -0.222 0.592
3 C 2.997 0.806 0.858
4 C 1.793 0.620 -0.078
5 H -0.883 -0.608 -1.435
6 H -3.235 1.867 -0.235
7 H -3.503 0.845 1.195
8 H 3.741 1.445 0.385
9 C -2.807 -1.275 0.052
10 H 1.388 -0.072 -2.080
11 H 3.459 -0.155 1.077
12 H 1.356 1.608 -0.266
13 C 0.626 -1.572 0.384
14 N -1.161 0.229 -0.926
15 H -2.703 -1.483 1.123
16 H -1.943 1.674 0.956
17 C 2.236 0.020 -1.407
18 H 2.669 -0.967 -1.257
19 H 2.693 1.267 1.795
20 C -2.769 1.162 0.459
21 N -2.264 0.023 -0.265
22 H 0.279 0.185 1.477
23 H -2.272 -2.049 -0.495
24 H 2.982 0.659 -1.879
25 H -3.868 -1.308 -0.209

## Properties
HOMO-LUMO gap (spin up / spin down) = 6.9 / 8.6 eV
E_HOMO (spin up / spin down) = -0.262 / -0.287 Eh
energy = -11969.0808 eV
LUMO level (spin up / spin down) = -0.19 / 0.80 eV

6.
A molecular structure, C42H41HfNO3P2S at a distorted geometry, computed with the ωB97M-V functional and the def2-TZVPD basis.

Atoms and positions in Å:
1 C 0.053 -0.349 -4.669
2 C -0.485 0.773 -1.268
3 C 4.442 2.839 0.401
4 P 0.008 1.464 0.308
5 C 1.750 2.062 0.206
6 C -2.166 -2.794 -0.849
7 H 0.350 -0.948 8.302
8 O 2.452 -0.852 5.593
9 C -0.550 0.363 4.128
10 H 0.086 3.096 -5.222
11 H -0.992 -0.833 -2.552
12 H -3.399 -1.046 -0.456
13 H -1.160 -2.683 3.307
14 C -1.564 3.613 -0.619
15 H -1.247 -4.630 -1.557
16 C -1.335 0.446 8.221
17 H 2.759 -0.498 -6.072
18 C -0.077 -0.261 6.305
19 C 3.423 3.780 0.572
20 H -5.515 -2.340 -0.373
21 H -2.634 1.760 5.315
22 P -0.634 -1.904 -0.404
23 C 2.097 1.643 -3.422
24 H 3.807 1.323 -4.611
25 C -2.174 -4.143 -1.246
26 C 1.362 -3.846 0.248
27 H -1.065 2.542 -4.021
28 H -1.358 3.263 -1.629
29 C -2.172 4.537 1.948
30 H -0.939 2.911 2.654
31 H -3.374 -5.911 -1.509
32 C 1.243 -0.968 -4.626
33 H 0.299 1.099 -6.243
34 N 0.512 -0.451 3.905
35 O 0.685 -2.605 5.241
36 H 2.349 1.712 -5.557
37 H -1.581 -3.217 1.678
38 C 2.721 1.144 -4.686
39 C -1.338 3.432 1.785
40 C -0.245 0.985 -5.293
41 C 2.280 -3.881 -2.410
42 H -2.769 5.239 -1.332
43 H 3.675 4.818 0.782
44 H 0.783 3.092 -2.618
45 C 2.083 3.399 0.483
46 C -1.428 -2.320 2.295
47 H 1.289 4.130 0.641
48 C -0.873 0.545 5.494
49 C -4.572 -4.224 -0.881
50 C -2.379 4.734 -0.449
51 C 2.466 -4.626 -0.110
52 C 0.958 2.346 -3.403
53 C 2.558 -0.371 -4.991
54 C 2.943 -4.627 -1.426
55 H -2.416 4.880 2.951
56 C -1.026 2.956 0.497
57 H 1.300 -2.054 -4.499
58 S 1.085 -1.225 5.361
59 H -1.318 0.938 -5.551
60 Hf -0.042 -0.676 1.792
61 C -1.987 1.226 6.011
62 H -2.984 1.791 7.836
63 H 2.629 -3.888 -3.443
64 C -3.387 -2.125 -0.630
65 H 2.695 1.502 -2.517
66 C -3.376 -4.855 -1.242
67 H 3.832 -5.204 -1.690
68 C -0.091 2.298 -4.478
69 C -2.688 5.203 0.830
70 C 0.727 -3.074 -0.745
71 C -0.292 -0.324 7.679
72 H -5.495 -4.802 -0.808
73 H 1.001 -3.830 1.281
74 C -2.181 1.204 7.388
75 H -0.852 -0.925 -4.433
76 H -1.497 0.457 9.300
77 H 2.967 -5.234 0.644
78 C 1.160 -3.126 -2.069
79 O -1.216 0.641 3.023
80 H 0.611 -2.548 -2.812
81 H -2.430 -1.849 2.378
82 C 2.779 1.118 -0.003
83 C -4.580 -2.850 -0.609
84 H 3.354 -0.920 -4.464
85 H -3.326 6.079 0.954
86 H 4.905 0.769 -0.005
87 H 5.487 3.139 0.479
88 H -0.757 1.506 -2.036
89 H 2.536 0.074 -0.236
90 C 4.114 1.510 0.121
91 C -0.648 -0.544 -1.559

## Properties
HOMO-LUMO gap = 6.3 eV
net charge = +2
E_HOMO = -0.481 Eh
energy = -82554.3092 eV
LUMO level = -6.80 eV

7.
A single C6H11NO2S molecule at a distorted geometry, computed with the ωB97M-V functional and the def2-TZVPD basis.

Atoms and positions in Å:
1 N -1.612 1.148 -1.186
2 C -2.489 0.112 -0.572
3 H -2.074 -0.667 0.173
4 H 0.292 1.821 -0.865
5 S 2.103 -0.335 -0.351
6 C -0.316 0.972 -0.616
7 C -2.724 1.622 -0.241
8 O 2.591 -1.670 -0.578
9 H -3.261 -0.237 -1.103
10 H -0.490 1.048 0.375
11 C 0.399 -0.416 -0.917
12 C 2.082 -1.844 1.718
13 H -3.402 2.118 -0.902
14 C 2.070 -0.340 1.486
15 H 2.047 0.540 2.153
16 H 1.827 -2.217 2.777
17 H -2.402 1.975 0.743
18 H 0.258 -0.951 -2.048
19 O 2.684 0.961 -0.860
20 H 2.312 -2.455 1.017
21 H 0.104 -1.186 -0.204

## Properties
HOMO-LUMO gap = 9.1 eV
E_HOMO = -0.345 Eh
SMILES = C=CS(=O)(=O)CCN1CC1
energy = -22814.0370 eV
LUMO level = -0.29 eV

8.
A molecular structure, C31H32N6OPRuS3 at a distorted geometry, computed with the ωB97M-V functional and the def2-TZVPD basis.

Atoms and positions in Å:
1 C 0.861 -3.232 0.864
2 H 1.053 1.087 -3.453
3 H -3.483 -2.627 2.338
4 H 4.368 2.304 -2.794
5 H 2.019 2.261 -2.534
6 N 4.744 0.302 -2.329
7 H -3.723 -3.307 -1.651
8 O -0.625 1.276 1.221
9 H 1.604 -5.036 1.864
10 S 2.761 -3.022 2.587
11 C 2.754 -0.285 2.052
12 H -0.489 -6.907 -4.280
13 C 2.008 1.242 -2.940
14 H -2.170 -5.117 -4.544
15 H 4.031 1.332 -0.672
16 C 1.159 -1.845 0.907
17 H -3.570 -2.549 0.577
18 C -1.826 -0.331 2.542
19 C 2.399 -1.491 -2.581
20 H 0.119 -3.670 0.214
21 H 2.091 -0.430 -4.942
22 H 4.039 3.274 2.526
23 H 1.454 -1.746 -3.078
24 C -0.809 1.696 3.500
25 C -3.288 -3.603 -2.603
26 P 2.123 0.027 -1.503
27 H 4.969 -1.772 -2.262
28 H 4.288 -0.412 -0.431
29 C 4.385 1.200 2.988
30 C -2.185 0.284 4.870
31 C 3.076 -0.232 -4.514
32 H -3.014 -1.428 3.956
33 C -2.293 -4.706 -2.449
34 H 0.302 -7.534 -2.031
35 H 5.282 1.379 3.562
36 H 4.427 -0.931 3.238
37 C -1.804 -5.381 -3.563
38 H 5.125 1.336 -4.089
39 C -0.426 -6.746 -2.152
40 N -2.002 -1.833 -0.736
41 C -1.845 -5.068 -1.186
42 H -4.308 -1.279 1.563
43 H -2.226 -4.547 -0.319
44 H -0.608 -6.395 -0.055
45 H -4.066 -3.850 -3.324
46 C -1.025 0.869 2.355
47 N -1.488 -1.170 0.319
48 C -2.187 -1.166 1.430
49 C -3.462 -1.958 1.482
50 N 3.079 1.074 -3.878
51 Ru 0.288 -0.266 -0.077
52 C -1.372 1.416 4.713
53 C -1.804 -1.354 -1.917
54 H -1.206 2.072 5.557
55 C 4.380 1.330 -3.289
56 N 3.420 -1.285 -3.573
57 C 2.188 -1.583 1.796
58 C -0.929 -6.095 -1.040
59 C 3.696 2.259 2.411
60 H 3.820 -0.227 -5.316
61 C 2.561 1.975 1.667
62 C 4.717 -0.995 -2.986
63 C -0.868 -6.388 -3.414
64 C 3.940 0.346 -1.141
65 C 3.914 -0.085 2.809
66 S -2.509 -2.089 -3.310
67 H -0.185 2.564 3.346
68 H 5.463 -0.990 -3.786
69 H 2.678 -2.329 -1.929
70 H 1.985 2.760 1.194
71 S -0.955 0.131 -2.218
72 C -2.397 -0.557 3.807
73 N 2.113 0.745 1.481
74 C 1.632 -3.974 1.705
75 H -2.641 0.076 5.825

## Properties
HOMO-LUMO gap (spin up / spin down) = 5.4 / 5.5 eV
net charge = +1
E_HOMO (spin up / spin down) = -0.384 / -0.385 Eh
energy = -88023.2428 eV
LUMO level (spin up / spin down) = -5.04 / -4.98 eV

9.
2 unconnected molecules or ions with the total composition C10H13N5 at a distorted geometry, computed with the ωB97M-V functional and the def2-TZVPD basis.

Atoms and positions in Å:
1 C 3.542 3.468 0.279
2 H -7.855 -5.076 -0.943
3 H -9.205 -5.423 -1.819
4 C 4.403 1.158 0.084
5 H 5.414 1.606 -0.082
6 C 4.217 -0.184 0.131
7 H 2.526 -1.749 0.187
8 C 2.858 -0.704 0.269
9 N 2.731 6.306 0.222
10 H 4.258 6.428 3.142
11 C 2.013 1.512 0.498
12 C 1.788 0.164 0.436
13 N 4.180 6.085 2.180
14 C 3.090 6.669 1.391
15 N -8.648 -4.710 -1.387
16 H 2.424 7.373 1.814
17 H 4.988 -0.829 0.063
18 H -8.405 -3.909 -1.992
19 H 4.962 2.974 1.670
20 H -9.175 -4.268 -0.678
21 C 3.295 2.016 0.305
22 C 2.958 4.233 -0.644
23 H 0.720 -0.224 0.421
24 H 2.535 3.692 -1.520
25 C 4.605 4.836 2.142
26 N 4.457 3.883 1.294
27 H 1.284 2.205 0.908
28 N 2.884 5.534 -0.754

## Properties
HOMO-LUMO gap (spin up / spin down) = 7.2 / 5.7 eV
net charge = +2
E_HOMO (spin up / spin down) = -0.513 / -0.490 Eh
energy = -18010.2690 eV
LUMO level (spin up / spin down) = -6.78 / -7.65 eV